# 1
{
  "formula": "CH5FN2",
  "method": "wB97M-V/def2-TZVPD",
  "elements": ["C", "N", "N", "F", "H", "H", "H", "H", "H"],
  "coordinates": [[-1.04630, 0.05154, 0.14519], [0.25047, -0.54429, 0.23358], [0.94218, -0.28198, -0.84260], [0.89433, 0.10383, 1.52668], [-1.27586, 0.29725, 1.15986], [-1.00353, 1.04250, -0.33769], [-1.71517, -0.63074, -0.15297], [1.17164, 0.75878, -1.12490], [1.78224, -0.79688, -0.60715]],
  "forces_ev_per_angstrom": [[2.25, 3.56, 2.50], [-1.45, -0.36, 1.06], [2.82, 1.45, -0.45], [-0.26, 0.04, -1.24], [-0.54, 0.03, 0.73], [-0.29, -0.52, -0.50], [-2.42, -2.28, -1.77], [-0.87, -2.18, 0.96], [0.76, 0.25, -1.29]],
  "energy_ev": -6812.5672,
  "relative_energy_kcal_mol": 65.92,
  "smiles": "CN(N)F",
  "e_homo_ev": -9.9,
  "molar_mass_g_mol": 64.06
}

# 2
{
  "formula": "C3H7FO",
  "method": "wB97M-V/def2-TZVPD",
  "elements": ["O", "C", "C", "C", "F", "H", "H", "H", "H", "H", "H", "H"],
  "coordinates": [[-0.96576, -0.70451, 1.78642], [-0.91313, 0.12563, 0.56972], [0.68249, 0.15347, 0.38970], [1.10870, -0.17107, -0.97258], [0.20503, 0.58466, -1.77361], [-1.86493, -0.74392, 2.09710], [-1.47009, -0.24624, -0.42310], [-1.23536, 1.13128, 0.79667], [1.03530, -0.50845, 1.08107], [1.05421, 1.17569, 0.49226], [0.98423, -1.18089, -1.18943], [2.10915, 0.09852, -1.10444]],
  "forces_ev_per_angstrom": [[-0.52, 0.51, -1.45], [1.72, -1.31, -0.52], [-2.66, 2.42, -1.37], [-2.06, 0.77, -0.01], [1.13, -0.25, -0.60], [-0.57, -0.04, 0.17], [1.09, 0.33, 2.54], [-0.38, 0.19, 0.00], [1.30, -1.45, 1.98], [-0.16, -0.05, 0.88], [-0.38, -1.83, -0.78], [1.50, 0.71, -0.83]],
  "energy_ev": -7988.1595,
  "relative_energy_kcal_mol": 21.53,
  "smiles": "OCCCF",
  "e_homo_ev": -10.5,
  "molar_mass_g_mol": 78.09
}